Record 1
{
  "formula": "C2H9IN4S",
  "method": "wB97M-V/def2-TZVPD",
  "elements": ["C", "C", "N", "N", "N", "N", "S", "I", "H", "H", "H", "H", "H", "H", "H", "H", "H"],
  "positions_angstrom": [[0.52, 0.26, -0.07], [-2.26, -2.08, -0.28], [0.69, 1.64, -0.49], [-0.61, -0.38, -0.33], [1.21, 2.44, 0.64], [-0.91, -1.62, 0.03], [1.73, -0.72, 0.80], [3.81, 0.00, -0.11], [-2.22, -2.60, -1.37], [-2.60, -2.99, 0.26], [-3.11, -1.42, -0.26], [1.20, 1.61, -1.36], [-1.36, 0.02, -0.98], [0.53, 2.76, 1.25], [1.97, 2.02, 1.08], [1.49, 3.31, 0.35], [-0.08, -2.26, 0.84]],
  "homo_ev": [-16.66, -16.66],
  "e_above_lowest_kj_mol": 85.9,
  "largest_force_ev_per_a": 5.67,
  "total_charge": 2,
  "e_tot_ha": -995.693214,
  "multiplicity": 1
}

Record 2
{
  "formula": "C2H9N2",
  "method": "wB97M-V/def2-TZVPD",
  "elements": ["C", "N", "C", "N", "H", "H", "H", "H", "H", "H", "H", "H", "H"],
  "positions_angstrom": [[0.01, -0.59, -0.84], [-0.97, -1.22, 0.05], [0.91, 0.35, -0.08], [0.12, 1.35, 0.71], [-0.57, 0.02, -1.53], [0.57, -1.30, -1.43], [-1.73, -1.61, -0.49], [-0.55, -1.88, 0.69], [1.59, 0.89, -0.71], [1.54, -0.15, 0.65], [0.77, 1.89, 1.32], [-0.31, 2.07, 0.07], [-0.64, 0.88, 1.24]],
  "homo_ev": [-3.43, -10.12],
  "e_above_lowest_kj_mol": 125.9,
  "s_squared": 0.75,
  "largest_force_ev_per_a": 1.05,
  "total_charge": 0,
  "e_tot_ha": -190.986043,
  "multiplicity": 2
}

Record 3
{
  "formula": "C2H9N2",
  "method": "wB97M-V/def2-TZVPD",
  "elements": ["N", "H", "H", "H", "H", "C", "C", "N", "H", "H", "H", "H", "H"],
  "positions_angstrom": [[1.56, -1.18, 0.39], [1.60, -0.13, 0.30], [2.54, -1.65, 0.48], [0.97, -1.36, -0.38], [1.21, -1.30, 1.29], [-0.73, 1.53, 0.57], [-1.12, 0.31, 0.14], [-0.63, -0.12, -1.12], [0.03, 2.01, -0.08], [-1.45, 2.22, 1.13], [-2.15, -0.11, 0.50], [-1.27, -0.83, -1.42], [-0.55, 0.61, -1.80]],
  "homo_ev": -13.08,
  "e_above_lowest_kj_mol": 188.7,
  "largest_force_ev_per_a": 4.78,
  "total_charge": 1,
  "e_tot_ha": -190.802396,
  "multiplicity": 1
}

Record 4
{
  "formula": "C2H9N2",
  "method": "wB97M-V/def2-TZVPD",
  "elements": ["C", "H", "H", "H", "H", "N", "C", "N", "H", "H", "H", "H", "H"],
  "positions_angstrom": [[0.34, 1.99, 2.02], [0.75, 2.57, 2.84], [0.45, 0.90, 2.15], [-0.68, 2.11, 1.93], [0.79, 2.21, 1.01], [0.97, -0.73, -1.14], [-0.18, -0.40, -0.64], [-1.22, -1.19, -0.58], [1.28, -1.68, -1.34], [1.74, -0.10, -1.20], [-0.37, 0.69, -0.15], [-2.11, -0.73, -0.46], [-1.07, -2.03, -1.06]],
  "homo_ev": -16.67,
  "e_above_lowest_kj_mol": 67.3,
  "largest_force_ev_per_a": 3.88,
  "total_charge": 1,
  "e_tot_ha": -190.848653,
  "multiplicity": 1
}

Record 5
{
  "formula": "C2H9N2",
  "method": "wB97M-V/def2-TZVPD",
  "elements": ["N", "H", "H", "H", "H", "C", "C", "N", "H", "H", "H", "H", "H"],
  "positions_angstrom": [[2.12, -0.17, 0.24], [3.00, -0.14, -0.32], [1.15, -0.10, -0.18], [2.19, 0.77, 0.76], [2.23, -0.77, 1.11], [-1.10, 0.34, 1.18], [-1.32, -0.09, -0.10], [-0.44, -0.05, -1.27], [-0.46, 1.23, 1.47], [-1.83, -0.02, 1.97], [-2.11, -0.64, -0.48], [-0.64, -0.99, -1.73], [-0.83, 0.63, -1.93]],
  "homo_ev": -13.82,
  "e_above_lowest_kj_mol": 190.4,
  "largest_force_ev_per_a": 4.24,
  "total_charge": 1,
  "e_tot_ha": -190.801750,
  "multiplicity": 1
}

Record 6
{
  "formula": "C2H9N2O",
  "method": "wB97M-V/def2-TZVPD",
  "elements": ["C", "N", "C", "N", "H", "H", "H", "H", "H", "H", "H", "H", "H", "O"],
  "positions_angstrom": [[-2.47, 0.51, 0.17], [0.83, -0.76, -0.01], [-0.44, -0.86, 0.26], [-1.30, -0.05, 0.89], [-3.25, 0.57, 0.95], [-2.82, -0.23, -0.61], [-2.29, 1.52, -0.21], [1.57, -0.04, -0.22], [1.15, -1.66, -0.35], [-0.96, -1.66, -0.24], [-1.18, 0.33, 1.83], [3.02, 1.74, -0.77], [3.26, 0.39, -1.60], [2.74, 0.85, -0.94]],
  "homo_ev": -14.53,
  "e_above_lowest_kj_mol": 186.1,
  "largest_force_ev_per_a": 2.11,
  "total_charge": 1,
  "e_tot_ha": -266.080804,
  "multiplicity": 1
}

Record 7
{
  "formula": "C2H9N2O",
  "method": "wB97M-V/def2-TZVPD",
  "elements": ["C", "N", "H", "H", "H", "H", "H", "H", "C", "N", "O", "H", "H", "H"],
  "positions_angstrom": [[-2.10, -1.50, 0.24], [-0.90, -1.13, -0.60], [-1.76, -1.80, 1.23], [-2.74, -0.57, 0.41], [-2.64, -2.20, -0.20], [-0.51, -2.00, -1.07], [-0.13, -0.60, -0.07], [-1.14, -0.53, -1.28], [1.74, 1.54, -0.34], [2.18, 1.99, 0.87], [0.93, 0.65, -0.56], [2.10, 2.09, -1.29], [2.99, 2.64, 0.98], [1.98, 1.43, 1.68]],
  "homo_ev": -14.62,
  "e_above_lowest_kj_mol": 110.1,
  "largest_force_ev_per_a": 5.73,
  "total_charge": 1,
  "e_tot_ha": -266.109742,
  "multiplicity": 1
}

Record 8
{
  "formula": "C2H9N2O",
  "method": "wB97M-V/def2-TZVPD",
  "elements": ["C", "N", "H", "H", "H", "H", "H", "H", "C", "N", "O", "H", "H", "H"],
  "positions_angstrom": [[0.06, -0.03, -2.54], [-0.64, 0.26, -1.25], [0.64, 0.80, -2.92], [0.65, -0.92, -2.38], [-0.72, -0.31, -3.25], [-1.39, -0.39, -1.03], [-1.09, 1.17, -1.12], [0.03, 0.37, -0.46], [-0.22, 0.01, 2.32], [1.05, -0.30, 2.63], [-0.56, 0.58, 1.29], [-0.97, -0.25, 3.09], [1.31, -0.39, 3.59], [1.82, -0.59, 2.03]],
  "homo_ev": -14.52,
  "e_above_lowest_kj_mol": 98.8,
  "largest_force_ev_per_a": 1.77,
  "total_charge": 1,
  "e_tot_ha": -266.114058,
  "multiplicity": 1
}

Record 9
{
  "formula": "C2H9N2O2",
  "method": "wB97M-V/def2-TZVPD",
  "elements": ["N", "C", "C", "N", "O", "H", "H", "H", "H", "H", "H", "H", "H", "H", "O"],
  "positions_angstrom": [[-0.91, 0.94, -0.49], [-1.11, -0.09, 0.62], [0.20, -0.87, 0.75], [0.66, -1.08, 2.00], [0.73, -1.21, -0.28], [-1.04, 1.88, -0.13], [0.10, 0.92, -0.72], [-1.53, 0.77, -1.27], [-2.02, -0.67, 0.46], [-1.26, 0.50, 1.51], [0.03, -1.33, 2.75], [1.52, -1.56, 2.07], [1.28, 0.52, -3.17], [1.94, 0.34, -1.80], [1.40, 0.94, -2.31]],
  "homo_ev": -14.81,
  "e_above_lowest_kj_mol": 94.0,
  "largest_force_ev_per_a": 1.49,
  "total_charge": 1,
  "e_tot_ha": -341.364314,
  "multiplicity": 1
}

Record 10
{
  "formula": "C2H9N2OP",
  "method": "wB97M-V/def2-TZVPD",
  "elements": ["C", "C", "N", "N", "O", "P", "H", "H", "H", "H", "H", "H", "H", "H", "H"],
  "positions_angstrom": [[2.24, 0.51, 0.65], [-1.90, -0.30, -1.51], [1.26, -0.44, 0.43], [-1.54, -0.62, -0.15], [-0.49, 1.77, 0.48], [-0.54, 0.36, 0.74], [3.12, 0.33, -0.05], [1.93, 1.61, 0.68], [2.67, 0.35, 1.59], [-2.92, -0.39, -1.53], [-1.69, 0.66, -1.69], [-1.32, -0.90, -2.14], [1.46, -1.40, 0.53], [-1.45, -1.62, -0.07], [-0.83, 0.08, 2.02]],
  "smiles": "CN[PH](=O)NC",
  "homo_ev": -8.49,
  "e_above_lowest_kj_mol": 149.8,
  "largest_force_ev_per_a": 6.66,
  "total_charge": 0,
  "e_tot_ha": -607.679439,
  "multiplicity": 1
}